Below is 3 unconnected molecules or ions with the total composition C21H27ClF2O6S, with properties calculated with the ωB97M-V functional and the def2-TZVPD basis.

Element x y z (Å)
C: -1.0734 0.9736 0.6267
C: -1.9069 1.9745 -0.2299
C: -1.6386 1.8946 -1.7672
C: -0.1596 1.6590 -2.1506
O: 0.7258 2.6306 -1.5828
C: 1.9231 2.7087 -2.2582
Cl: 1.8535 3.4675 -3.9342
O: 2.5864 3.7489 -1.5307
S: 4.1393 3.3150 -1.1146
O: 4.0738 3.0306 0.3393
O: 5.1583 4.3388 -1.3769
O: 4.1818 1.9929 -2.0981
C: 2.8578 1.4086 -2.2649
C: 2.6699 0.6226 -0.9085
C: 2.6656 0.6168 -3.5815
C: 3.1359 -0.8749 -3.5352
O: 2.3542 -1.6103 -4.4879
H: 0.0174 1.0839 0.4758
H: -1.3107 1.1543 1.7159
H: -1.4291 -0.0582 0.4131
H: -2.9832 1.7310 -0.0782
H: -1.7785 3.0094 0.1396
H: -2.2103 1.0288 -2.1703
H: -2.0638 2.8092 -2.2307
H: -0.1059 1.7227 -3.2651
H: 0.1433 0.6135 -1.9118
H: 1.9732 -0.2156 -1.1308
H: 2.2667 1.2507 -0.1004
H: 3.6636 0.1956 -0.6716
H: 1.5939 0.6315 -3.8658
H: 3.2450 1.1071 -4.3923
H: 2.9779 -1.3781 -2.5670
H: 4.2151 -0.9331 -3.7945
H: 2.0311 -1.0087 -5.1598
F: -1.7858 1.2877 4.0630
C: -0.7320 0.6066 4.5481
C: 0.4747 1.2601 4.7248
C: 1.5607 0.5571 5.2299
C: 1.4317 -0.7912 5.5423
C: 0.2155 -1.4364 5.3550
C: -0.8754 -0.7337 4.8599
H: 0.5586 2.3085 4.4682
H: 2.5072 1.0604 5.3790
H: 2.2809 -1.3387 5.9320
H: 0.1162 -2.4874 5.5943
H: -1.8327 -1.2181 4.7153
F: -3.9834 -1.8430 -2.0030
C: -3.9797 -2.7422 -1.0020
C: -4.4027 -2.3555 0.2568
C: -4.4035 -3.2840 1.2892
C: -3.9719 -4.5845 1.0532
C: -3.5448 -4.9580 -0.2158
C: -3.5529 -4.0338 -1.2528
H: -4.7278 -1.3361 0.4230
H: -4.7395 -2.9940 2.2765
H: -3.9690 -5.3070 1.8600
H: -3.2051 -5.9695 -0.3981
H: -3.2319 -4.3088 -2.2494

Results
orbital gap: 9.749 eV
HOMO energy: -0.34618 hartree
E_LUMO: 0.33 eV
E: -63290.321 eV

These are the Mulliken partial charges, in e, on atoms 1 to 8: C -0.158; C -0.584; C -0.901; C -0.321; O -0.307; C 0.794; Cl -0.172; O -0.413


Below is 9 unconnected molecules or ions with the total composition C45H111N9O3, with properties calculated with the ωB97M-V functional and the def2-TZVPD basis.

Element x y z (Å)
C: 7.2970 -0.8385 7.7289
C: 7.8845 -0.0025 6.5719
N: 7.1976 -0.2495 5.3087
C: 7.9375 0.2633 4.1628
C: 9.2034 -0.5810 4.0089
C: 5.7872 -0.1533 5.2110
C: 5.3177 1.2930 5.2613
H: 7.9866 -1.0970 8.5324
H: 6.9849 -1.8020 7.3260
H: 6.3865 -0.4432 8.1794
H: 7.7760 1.0443 6.8557
H: 8.9465 -0.2338 6.4906
H: 7.3250 0.1615 3.2669
H: 8.0744 1.3428 4.2271
H: 8.9866 -1.6276 4.2227
H: 9.7275 -0.4958 3.0569
H: 9.9701 -0.2899 4.7269
H: 5.3562 -0.6492 6.0808
H: 5.5198 -0.5730 4.2413
H: 5.7939 1.9526 4.5358
H: 5.5438 1.6878 6.2518
H: 4.2284 1.2870 5.3014
C: 7.5527 10.0973 -4.3133
C: 6.1252 9.5675 -4.1977
N: 5.6485 8.6510 -5.3293
C: 5.4014 9.4817 -6.5107
C: 5.0605 8.7135 -7.7554
C: 4.4534 7.8648 -4.9334
C: 4.9018 6.7469 -3.9616
H: 7.5808 11.1794 -4.1855
H: 8.0657 9.8386 -5.2396
H: 8.2173 9.6773 -3.5584
H: 6.0353 8.9202 -3.3253
H: 5.4825 10.4400 -4.0810
H: 4.6211 10.2251 -6.3475
H: 6.3669 9.9552 -6.6887
H: 5.7149 7.8586 -7.9254
H: 4.0464 8.3211 -7.8315
H: 5.0848 9.2842 -8.6837
H: 4.1165 7.3097 -5.8089
H: 3.6427 8.4135 -4.4540
H: 5.8938 6.3580 -4.1914
H: 4.1477 5.9885 -4.1720
H: 4.9196 6.9115 -2.8843
C: -7.0415 -1.6491 -3.6631
C: -6.9828 -3.0563 -3.9052
N: -7.5501 -3.8525 -2.7770
C: -6.9908 -5.1924 -2.6261
C: -5.6018 -5.1769 -2.0914
C: -8.9877 -3.9225 -2.8797
C: -9.5477 -4.5518 -1.6334
H: -6.3449 -1.0379 -4.2370
H: -7.1024 -1.4748 -2.5888
H: -8.0200 -1.3379 -4.0289
H: -7.4455 -3.3782 -4.8381
H: -5.9294 -3.3349 -3.9333
H: -7.6344 -5.7682 -1.9611
H: -6.8773 -5.6920 -3.5882
H: -5.4454 -4.6749 -1.1366
H: -5.3041 -6.2031 -1.8761
H: -4.8700 -4.8316 -2.8218
H: -9.3497 -4.4128 -3.7835
H: -9.3640 -2.9004 -2.9217
H: -8.9900 -4.1880 -0.7704
H: -9.5745 -5.6413 -1.6149
H: -10.5378 -4.1059 -1.5388
C: 2.6499 -10.5204 8.1848
C: 1.8445 -9.6048 7.2459
N: 2.7408 -8.5035 6.7905
C: 1.9543 -7.4472 6.0634
C: 1.6322 -7.7622 4.5804
C: 3.5733 -7.8429 7.8692
C: 2.8066 -7.2064 9.0096
H: 3.5187 -11.0244 7.7612
H: 2.1883 -11.4557 8.5013
H: 2.7046 -10.0899 9.1847
H: 1.6371 -10.3218 6.4515
H: 0.8359 -9.3071 7.5326
H: 2.5397 -6.5422 5.9013
H: 1.0273 -7.1078 6.5255
H: 1.1162 -6.9453 4.0760
H: 0.8304 -8.5006 4.5796
H: 2.5410 -7.9545 4.0102
H: 4.3644 -8.5482 8.1240
H: 4.1858 -7.1374 7.3077
H: 1.7542 -7.4841 9.0672
H: 3.1853 -7.4041 10.0125
H: 2.9579 -6.1340 8.8859
C: -4.3469 0.4360 7.5774
C: -3.6178 -0.4462 6.5113
N: -3.9155 -1.8962 6.3383
C: -3.6060 -2.6124 7.6144
C: -4.0254 -4.1066 7.4850
C: -5.2111 -2.1292 5.7069
C: -5.3778 -1.5000 4.3541
H: -4.0061 1.4670 7.4821
H: -4.1057 0.1266 8.5944
H: -5.4258 0.2895 7.5251
H: -3.7202 0.1193 5.5851
H: -2.5803 -0.3611 6.8345
H: -2.5247 -2.6036 7.7517
H: -3.9608 -2.2503 8.5794
H: -3.1865 -4.6759 7.8851
H: -4.9169 -4.1452 8.1110
H: -4.0540 -4.4226 6.4422
H: -6.0735 -1.8519 6.3131
H: -5.2653 -3.1526 5.3357
H: -6.1939 -1.9682 3.8037
H: -4.5076 -1.6490 3.7148
H: -5.4666 -0.4305 4.5447
C: -10.7332 7.1739 -1.0734
C: -10.3944 6.6198 0.3251
N: -8.9172 6.6138 0.4704
C: -8.4312 6.7177 1.8602
C: -8.6330 8.1089 2.4576
C: -8.1902 5.6399 -0.2533
C: -6.9345 6.2393 -0.9117
H: -10.0602 6.8263 -1.8572
H: -10.4158 8.2159 -1.0326
H: -11.7580 7.0349 -1.4178
H: -11.0996 6.9707 1.0785
H: -10.5738 5.5483 0.4140
H: -8.8571 5.9003 2.4421
H: -7.3551 6.5442 1.8516
H: -8.5391 8.9997 1.8365
H: -9.6014 8.0235 2.9505
H: -7.8953 8.3122 3.2339
H: -8.7320 5.2269 -1.1042
H: -8.0546 4.7578 0.3725
H: -7.3411 6.8698 -1.7024
H: -6.3130 5.4700 -1.3699
H: -6.1994 6.7253 -0.2702
C: -0.1113 -0.6201 -2.7516
O: -0.1038 -0.4803 -3.9850
N: 0.9482 -0.9489 -2.0002
C: 0.7897 -0.9705 -0.5574
C: 2.2814 -1.1980 -2.5442
H: -0.9266 -0.1915 -2.1485
H: 1.2035 -0.2006 0.0938
H: 1.2088 -1.9054 -0.1855
H: -0.2833 -0.9669 -0.3655
H: 3.0144 -1.1345 -1.7399
H: 2.3811 -2.1083 -3.1354
H: 2.6483 -0.4333 -3.2288
C: 9.3871 0.3552 -8.9244
O: 10.5122 -0.1113 -8.8049
N: 8.9094 1.3786 -8.2518
C: 9.7172 2.2516 -7.3789
C: 7.4659 1.8263 -8.3486
H: 8.6535 -0.0349 -9.6468
H: 10.0609 3.1380 -7.9122
H: 10.6958 1.8325 -7.1451
H: 9.2705 2.5321 -6.4250
H: 7.3150 2.7969 -7.8761
H: 6.9233 1.7620 -9.2917
H: 6.8897 1.1310 -7.7381
C: 1.6336 -3.4536 -10.3293
O: 2.7086 -3.1583 -10.7038
N: 0.5263 -3.4034 -11.0600
C: 0.4323 -2.8676 -12.4765
C: -0.8155 -3.5014 -10.4449
H: 1.2781 -3.8051 -9.3483
H: 1.2875 -3.1005 -13.1110
H: 0.0565 -1.8457 -12.4256
H: -0.3732 -3.3463 -13.0333
H: -0.9857 -4.2364 -9.6582
H: -1.2182 -2.5641 -10.0609
H: -1.6709 -3.7648 -11.0669

Results
orbital gap: 8.352 eV
HOMO energy: -0.29317 hartree
relative energy (zero: lowest compared OMol25 entry of this formula, charge and spin): 6.9995 eV
E_LUMO: 0.37 eV
E: -68010.283 eV

These are the Mulliken partial charges, in e, on atoms 1 to 8: C -1.440; C -0.196; N 0.174; C -0.640; C -1.281; C -0.680; C -1.085; H 0.382